{"formula": "C5H9N", "method": "wB97M-V/def2-TZVPD", "total_charge": 0, "symbols": ["C", "N", "C", "C", "C", "C", "H", "H", "H", "H", "H", "H", "H", "H", "H"], "positions_angstrom": [[0.26574, -1.57189, 0.08467], [-1.43787, 0.57668, -1.59900], [0.54111, -0.09494, 0.09179], [-0.90994, 1.16947, -0.57118], [1.76688, 0.40799, 0.09881], [-0.86343, 0.73184, 0.82296], [-2.13384, -0.11915, -1.33202], [-0.27702, 2.02925, -0.81801], [-0.60759, -1.79961, -0.52773], [0.07212, -1.95102, 1.09045], [1.12529, -2.10779, -0.32001], [1.97238, 1.45554, 0.25741], [2.62711, -0.24403, 0.09510], [-1.63120, 0.02337, 1.11550], [-0.50974, 1.49429, 1.51125]]}


{"formula": "C5H9N2", "method": "wB97M-V/def2-TZVPD", "total_charge": 1, "symbols": ["C", "C", "C", "C", "C", "N", "N", "H", "H", "H", "H", "H", "H", "H", "H", "H"], "positions_angstrom": [[-0.58660, 0.63488, -0.42926], [0.13699, 0.77557, 1.84607], [-0.86393, -1.26306, -2.18545], [-0.09261, -1.84777, -1.09525], [1.23058, 1.75454, 1.72838], [-0.51954, 0.17884, 2.62032], [-0.51351, -0.48160, -1.00027], [-1.25045, 1.40191, -0.76232], [-0.48147, -0.92551, -3.20088], [-1.90421, -1.74818, -2.26383], [-0.80361, -2.46728, -0.42849], [1.03645, -2.08523, -1.08421], [1.72836, 1.92161, 2.65151], [1.80986, 1.32647, 0.84641], [0.85791, 2.83785, 1.59616], [-1.27766, -0.48389, 2.46181]]}


{"formula": "C5H9N2", "method": "wB97M-V/def2-TZVPD", "total_charge": 1, "symbols": ["C", "C", "C", "C", "C", "N", "N", "H", "H", "H", "H", "H", "H", "H", "H", "H"], "positions_angstrom": [[0.71605, -2.35442, 0.33524], [0.21772, -2.02669, 1.36111], [-1.60278, 0.40180, -0.71740], [1.70183, 1.98173, 0.07556], [0.26656, 1.81358, -0.04784], [-2.07703, -0.77012, -0.90876], [-0.35945, 0.56359, -0.33486], [1.15136, -2.63339, -0.57946], [-2.17585, 1.27862, -1.21321], [1.64403, 2.10953, -1.03210], [1.91863, 2.94232, 0.54985], [2.29650, 1.15897, 0.44324], [-0.20283, -1.88517, 2.43554], [-2.93883, -1.00306, -1.37903], [-1.42962, -1.55437, -0.60939], [0.01665, -0.36245, 0.12835]]}


{"formula": "C5H9N2", "method": "wB97M-V/def2-TZVPD", "smiles": "C=C(C)[C@H](C)[N+]#N", "total_charge": 1, "symbols": ["C", "C", "C", "C", "C", "N", "N", "H", "H", "H", "H", "H", "H", "H", "H", "H"], "positions_angstrom": [[-0.62999, -0.72829, -1.46243], [-0.47013, -0.56227, -0.16204], [-1.38480, -1.07192, 0.89908], [0.69232, 0.30073, 0.41789], [0.70791, 1.74249, -0.12608], [1.88182, -0.28658, 0.19852], [2.84735, -0.77703, 0.00203], [-1.47436, -1.28393, -1.82734], [0.04234, -0.34390, -2.21180], [-0.84870, -1.66764, 1.63603], [-2.15885, -1.69593, 0.45980], [-1.86462, -0.24062, 1.41684], [0.56078, 0.33688, 1.50944], [-0.28022, 2.16871, 0.01835], [0.94517, 1.76669, -1.18450], [1.43398, 2.34260, 0.41621]]}


The records above yield lowest unoccupied orbital energy values of 0.833; -3.882; -4.372; -5.263 eV, respectively.
The records above yield ΔE to the lowest compared entry with this formula, charge and spin values of 2.881; 6.711; 6.885; 3.537 eV, respectively.
The records above yield highest occupied orbital energy values of -8.79; -13.02; -12.43; -14.58 eV, respectively.